46
Properties=species:S:1:pos:R:3 method="wB97M-V/def2-TZVPD" homo_ev="-14.4 / -14.4" de_lowest_kcal_mol=23.60 molar_mass_g_mol=621.8 lumo_energy_ev="-7.54 / -7.65" multiplicity=5 total_charge=+2 energy_ha=-5623.63890
Fe 0.817 0.192 0.214
S 1.448 1.920 -2.567
Sb 1.933 3.019 -0.716
S 3.599 0.873 0.351
S 0.142 2.143 1.021
Ge -1.853 0.694 1.130
C -1.951 0.176 -0.729
C -2.334 1.082 -1.725
C -2.507 0.648 -3.026
C -2.297 -0.693 -3.347
C -1.913 -1.597 -2.370
C -1.742 -1.166 -1.059
C -3.092 1.667 2.200
C -3.220 1.321 3.544
C -4.137 1.999 4.332
C -4.915 3.007 3.779
C -4.786 3.348 2.438
C -3.873 2.677 1.640
H -1.137 -0.470 1.873
H -2.487 2.128 -1.487
H -2.810 1.346 -3.793
H -2.445 -1.029 -4.364
H -1.765 -2.638 -2.622
H -1.469 -1.884 -0.293
H -2.616 0.535 3.979
H -4.245 1.738 5.376
H -5.632 3.532 4.396
H -5.398 4.132 2.014
H -3.777 2.947 0.596
C 2.094 -3.941 -0.012
C 2.179 -2.474 -0.226
O 1.163 -1.769 -0.077
C 3.425 -1.816 -0.594
C 4.649 -2.377 -0.451
C 5.856 -1.626 -0.685
C 5.810 -0.329 -1.041
C 4.525 0.341 -1.239
C 3.308 -0.426 -1.028
H 1.068 -4.227 0.201
H 2.725 -4.229 0.832
H 2.459 -4.477 -0.890
H 4.741 -3.408 -0.135
H 6.807 -2.128 -0.577
H 6.713 0.231 -1.240
H 4.470 1.154 -1.954
H 2.472 -0.144 -1.670